{"formula": "C5H12NO2", "method": "ωB97M-V/def2-TZVPD", "total_charge": -2, "lumo_energy_ha": [0.2550, 0.2531], "spin_multiplicity": 2, "s2": 0.754, "homo_energy_ha": [0.1235, -0.0137], "species": ["C", "O", "C", "C", "C", "C", "N", "H", "H", "H", "H", "H", "H", "H", "H", "H", "H", "H", "H", "O"], "coordinates": [[1.5583, 0.0831, 0.7868], [2.6478, -0.4922, 0.1318], [0.4353, -0.8763, 1.2962], [-1.0565, -0.4123, 1.1188], [-1.4407, 1.0687, 0.7387], [-2.0429, 0.9770, -1.4716], [-2.5162, 1.1549, -0.2106], [1.9937, 0.7134, 1.5793], [1.0555, 0.7004, 0.0364], [0.6114, -1.1055, 2.3646], [0.6809, -1.8389, 0.8363], [-1.6549, -0.5549, 2.0224], [-1.3921, -1.1381, 0.3796], [-0.5016, 1.6365, 0.5901], [-1.7300, 1.5077, 1.7106], [-2.6338, 1.1915, -2.3631], [-0.9890, 0.7939, -1.6847], [2.5417, -0.9808, -0.9834], [0.9160, -1.3176, -1.5432], [1.7804, -1.2973, -1.9622]], "atomic_forces_ev_per_a": [[0.07, -0.25, -1.60], [1.59, -0.82, 0.94], [0.81, 0.45, 1.34], [0.57, -0.42, -0.30], [0.19, -0.57, 1.12], [0.12, 0.04, -0.27], [0.57, 0.49, -0.15], [-0.54, 0.12, 0.15], [-0.05, 0.50, 0.19], [0.06, 0.24, -0.03], [-0.50, 0.10, -0.43], [0.27, -0.66, 0.12], [-0.75, 0.52, -0.32], [-0.25, 0.02, -1.02], [-0.52, 0.02, -0.06], [-0.36, -0.04, 0.22], [0.14, -0.02, 0.10], [-2.57, 0.60, 0.34], [0.03, 0.09, 0.04], [1.13, -0.40, -0.39]], "lowdin_spin": [0.0027, 0.0025, 0.0045, 0.0176, 0.0544, 0.3988, 0.3456, 0.0014, 0.0032, 0.0013, 0.0008, 0.0036, 0.0083, 0.0133, 0.0061, 0.0666, 0.0623, 0.0003, 0.0014, 0.0051]}



{"formula": "C5H12NO2", "method": "ωB97M-V/def2-TZVPD", "total_charge": -2, "lumo_energy_ha": [0.2554, 0.2546], "spin_multiplicity": 2, "s2": 0.758, "homo_energy_ha": [0.0730, 0.0975], "species": ["C", "N", "C", "C", "O", "C", "O", "C", "H", "H", "H", "H", "H", "H", "H", "H", "H", "H", "H", "H"], "coordinates": [[0.0021, -0.9914, 1.2339], [0.7276, -1.9472, -0.5500], [0.2812, -0.5722, -0.2806], [-0.9909, -0.2170, -1.0400], [-1.5352, 1.0432, -0.6418], [1.3242, 0.5718, -0.3740], [0.8319, 1.8192, -0.0305], [-0.4448, 0.2086, 2.1597], [0.8924, -1.3804, 1.7204], [-0.8247, -1.6995, 1.2628], [0.5849, -2.1052, -3.8591], [0.5619, -2.1599, -3.1094], [-0.6765, -0.1679, -2.0997], [-1.7322, -1.0169, -0.9355], [-0.6906, 1.5622, -0.3876], [2.1760, 0.2159, 0.2479], [1.6948, 0.5449, -1.4284], [-1.3890, 0.6089, 1.7922], [0.2975, 0.9960, 2.1028], [-0.6299, -0.1379, 3.1918]], "atomic_forces_ev_per_a": [[-1.18, 2.79, 0.75], [0.38, 0.74, -1.72], [0.46, -3.14, 1.88], [0.38, 0.60, 0.06], [-0.29, 0.02, -0.21], [-0.33, 0.03, -0.04], [0.07, 0.13, -0.11], [-0.27, -0.74, -0.35], [0.19, -0.39, -0.46], [0.19, -0.35, -0.16], [0.03, -0.03, -0.12], [-0.01, 0.00, 0.22], [-0.22, -0.11, -0.03], [-0.02, 0.04, 0.08], [0.13, -0.03, 0.06], [0.06, 0.13, 0.02], [0.09, -0.10, 0.00], [0.01, 0.18, -0.05], [0.06, 0.21, 0.17], [0.26, 0.02, 0.03]], "lowdin_spin": [0.0604, 0.7904, 0.0645, 0.0042, -0.0003, 0.0035, 0.0008, 0.0287, 0.0049, 0.0024, 0.0159, 0.0215, 0.0012, -0.0039, 0.0001, -0.0032, 0.0016, 0.0013, 0.0009, 0.0051]}



{"formula": "C5H12NO2", "method": "ωB97M-V/def2-TZVPD", "lumo_energy_ha": [0.0297, -0.0752], "spin_multiplicity": 2, "s2": 0.755, "homo_energy_ha": [-0.3035, -0.3033], "species": ["C", "N", "C", "O", "H", "H", "H", "H", "H", "H", "C", "C", "O", "C", "H", "H", "H", "H", "H", "H"], "coordinates": [[2.0235, 0.0146, 2.0428], [1.4869, -0.0503, 0.6759], [1.9405, 1.1053, -0.1291], [2.2608, 0.8294, -1.3851], [3.1153, 0.0127, 2.0641], [1.6794, -0.8328, 2.6254], [1.6795, 0.9236, 2.5397], [1.9301, -0.8472, 0.2247], [2.7765, 1.6153, 0.3768], [1.1302, 1.8656, -0.1043], [-1.0322, -0.2196, -1.8051], [-1.7785, -0.4279, -0.7187], [-1.3050, -0.5003, 0.5355], [-3.2569, -0.6613, -0.7548], [-1.5014, -0.1408, -2.7711], [0.0406, -0.1531, -1.7295], [-0.3383, -0.3449, 0.5883], [-3.6175, -0.5148, -1.7691], [-3.4581, -1.6844, -0.4282], [-3.7754, 0.0111, -0.0784]], "atomic_forces_ev_per_a": [[-0.14, 0.16, 0.06], [0.83, 0.03, -0.11], [-0.85, -0.16, 0.66], [0.11, 0.07, -0.17], [0.14, 0.05, -0.02], [-0.15, -0.10, 0.02], [-0.06, -0.05, -0.04], [-0.26, -0.13, -0.04], [0.33, 0.11, -0.09], [0.11, 0.04, -0.22], [-0.12, -0.02, 0.22], [-0.16, 0.00, -0.34], [-0.09, -0.11, 0.66], [0.26, -0.03, -0.15], [0.03, -0.05, -0.10], [0.14, 0.10, -0.13], [0.14, 0.02, -0.24], [-0.16, -0.08, 0.01], [-0.07, 0.05, -0.05], [-0.05, 0.12, 0.10]], "lowdin_spin": [0.0015, 0.0052, 0.1199, 0.7587, 0.0003, 0.0001, 0.0003, 0.0006, 0.0525, 0.0540, 0.0040, 0.0005, 0.0004, 0.0003, 0.0001, 0.0015, 0.0000, 0.0000, 0.0000, 0.0000]}



Calculated values (eV) of DFT total energy for the records, taken in order: -10958.9618, -10957.4862, -10961.8232.